{"formula": "C20H15BrCl3GeLiN3O2S", "method": "ωB97M-V/def2-TZVPD", "s_squared": 0.7564, "spin_multiplicity": 2, "charge": 0, "largest_force_ev_per_a": 3.434, "homo_energy_ha": [-0.256, -0.255], "homo_lumo_gap_ev": [6.48, 2.41], "elements": ["H", "H", "C", "H", "H", "N", "H", "C", "Cl", "H", "C", "C", "C", "Cl", "C", "C", "C", "C", "O", "C", "H", "N", "C", "H", "Li", "C", "Cl", "C", "N", "H", "C", "H", "C", "Br", "C", "C", "H", "C", "H", "S", "O", "H", "H", "Ge", "H", "C", "C"], "positions_angstrom": [[1.08324, -8.09828, 10.96198], [0.07455, -17.91962, 14.45728], [1.31532, -18.66500, 10.21178], [-5.87766, -15.33009, 13.57808], [2.32847, -12.04346, 12.45904], [1.99641, -11.81740, 10.45600], [-5.25195, -12.79396, 13.81049], [1.78670, -9.98879, 11.92158], [2.78449, -13.93412, 7.66434], [-4.01697, -16.97811, 13.13176], [-4.83750, -14.96956, 13.39038], [2.04313, -16.81407, 8.92213], [-4.54960, -13.59639, 13.46771], [4.78155, -12.64170, 5.18571], [1.12829, -17.81078, 11.28564], [0.42109, -17.47930, 13.53549], [-3.86207, -15.88864, 13.11509], [0.51853, -16.08128, 13.41863], [-1.04220, -12.35353, 11.35427], [2.08368, -11.32832, 11.69190], [1.87300, -11.42486, 8.39425], [0.20395, -14.42665, 11.57905], [0.68544, -15.55531, 12.06268], [2.63228, -16.37762, 8.06223], [1.47363, -13.70530, 10.01873], [-2.61558, -15.44856, 12.67975], [5.69039, -15.77347, 6.44167], [-3.26529, -13.16552, 13.07835], [1.79431, -15.94454, 9.91456], [0.11137, -15.40979, 14.17707], [1.50641, -9.67708, 9.61258], [-2.98376, -12.08454, 12.93105], [1.86443, -11.00157, 9.38880], [1.17459, -8.63219, 8.09164], [1.81612, -18.18209, 9.00802], [1.33977, -9.15938, 10.90285], [1.94248, -9.58677, 12.93992], [-2.32342, -14.09465, 12.66304], [-1.90865, -16.14663, 12.23405], [-0.71922, -13.35325, 12.32255], [-0.22146, -12.96778, 13.64650], [1.31580, -19.78927, 10.32490], [2.04536, -18.85032, 8.18048], [5.07653, -13.82483, 7.13246], [0.52622, -19.41976, 12.56902], [1.27384, -16.43574, 11.05401], [0.64746, -18.33345, 12.50266]], "forces_ev_per_a": [[-0.025, -0.504, 0.533], [0.024, 0.147, 0.351], [1.778, -1.760, -1.612], [0.993, 0.406, 0.091], [-0.088, 0.103, 0.313], [0.985, -0.397, -1.089], [0.361, -1.199, -0.525], [0.142, 0.630, 1.550], [1.770, 0.267, -0.361], [-0.308, 0.670, -0.068], [-1.835, 0.568, 1.164], [1.491, 1.578, -0.224], [0.656, 0.865, -0.368], [0.506, -0.706, 1.519], [-0.663, -0.687, 0.069], [0.035, -0.075, 0.579], [0.810, -0.789, -0.927], [-0.406, 0.761, -2.713], [0.431, 1.189, -0.566], [-0.624, 0.615, -1.106], [0.160, -0.022, 0.026], [0.047, 2.402, -1.121], [0.205, -2.101, 2.708], [-1.105, -0.695, 0.899], [-0.258, -0.719, 0.425], [0.481, -0.014, -0.433], [-0.068, 0.310, 0.354], [-0.564, 0.867, -0.246], [-0.390, -0.300, -0.899], [0.294, -0.265, -0.184], [-0.275, -0.304, -0.099], [-0.572, -1.197, 0.663], [-1.028, 0.299, 1.822], [-0.088, 0.361, -0.208], [-0.598, -0.385, 0.696], [1.245, -0.330, -1.173], [-0.453, -0.306, -0.642], [0.227, -0.165, 0.390], [-0.038, 0.018, 0.498], [-0.239, -1.498, 1.451], [-0.072, 0.002, -1.235], [-0.509, 1.403, 0.112], [-0.054, 0.233, 0.164], [-2.165, 0.481, -1.722], [-0.040, 0.491, 0.175], [-0.505, 0.115, 0.944], [0.326, -0.363, 0.023]]}